The following is a quantum chemistry calculation of the molecule C3H7F2NO in a non-equilibrium geometry, from the OMol25 dataset.

Properties
- SMILES: CC(C)(O)N(F)F
- Gap between HOMO and LUMO: 10.7409 eV
- Highest occupied orbital energy: -10.0 eV
- LUMO level: 0.778 eV

XYZ file:
```
14
C3H7F2NO, DFT ωB97M-V/def2-TZVPD
F -2.4038 0.9313 -1.3985
F -2.2836 1.7644 0.5373
O -1.5018 -0.8206 0.7026
N -1.4706 1.4201 -0.5058
C -0.6681 0.0531 0.0990
C 0.0914 -0.4006 -1.0878
C 0.2615 0.6867 1.1539
H -1.6114 -1.4645 0.0452
H 0.6290 0.5737 -1.4103
H 1.2188 0.0819 1.1528
H -0.0540 0.7450 2.2103
H -0.7194 -0.8399 -1.8701
H 0.8767 -1.0596 -0.6825
H 0.4876 1.7602 0.9948
```

=====

The following is a quantum chemistry calculation of a cluster of 2 separate species, C4H7NO in total in a non-equilibrium geometry, from the OMol25 dataset.

Properties
- 2S+1: 3
- Gap between HOMO and LUMO (spin up / spin down): 6.7800 / 9.2148 eV
- ⟨S²⟩: 2.02
- Highest occupied orbital energy (spin up / spin down): -6.2 / -11.8 eV
- LUMO level (spin up / spin down): 0.538 / -2.618 eV

XYZ file:
```
13
C4H7NO, DFT ωB97M-V/def2-TZVPD
O -0.4643 -1.8169 -0.8163
N 2.8427 0.3738 0.5370
C 0.3260 0.6322 0.0957
C -0.0333 0.8894 -1.1688
C 1.7185 0.3685 0.3099
C -0.7477 0.5401 1.2211
H 0.4497 -1.7921 -0.8903
H -1.5443 1.3714 0.9985
H 0.5766 0.9200 -2.0543
H -1.0870 0.8997 -1.4300
H -1.1037 -0.4968 1.1709
H -0.6054 -2.5443 -0.1561
H -0.3277 0.6550 2.1827
```

=====

The following is a quantum chemistry calculation of a cluster of 2 separate species, C4H11N2O in total in a non-equilibrium geometry, from the OMol25 dataset.

Properties
- Net charge: +1
- Gap between HOMO and LUMO (spin up / spin down): 8.4471 / 7.6353 eV
- Highest occupied orbital energy (spin up / spin down): -12.0 / -11.3 eV
- LUMO level (spin up / spin down): -3.571 / -3.681 eV

XYZ file:
```
18
C4H11N2O, DFT ωB97M-V/def2-TZVPD
O -1.4937 -2.4329 -0.3270
N -1.7869 1.2020 -0.7257
N 1.0074 -1.0018 -0.7077
C -1.6897 -1.6506 0.5092
C -0.7808 0.7825 0.0929
C 1.6599 0.8171 0.7444
C 0.6566 0.4977 -0.3366
H -2.6681 1.2707 -0.1958
H 1.5270 -1.2844 0.1219
H -2.4484 -1.6825 1.3319
H -0.8783 0.8070 1.1762
H 2.6629 0.5966 0.2960
H 0.7860 0.9577 -1.2710
H 1.5368 -1.1518 -1.5350
H 1.6703 1.8063 1.2817
H 0.1563 -1.6532 -0.6294
H 1.7507 0.0608 1.5642
H -1.6681 2.0586 -1.3901
```

=====

The following is a quantum chemistry calculation of a cluster of 2 separate species, C11H15NS in total in a non-equilibrium geometry, from the OMol25 dataset.

Properties
- Gap between HOMO and LUMO: 9.0546 eV
- Highest occupied orbital energy: -8.3 eV
- LUMO level: 0.752 eV

XYZ file:
```
28
C11H15NS, DFT ωB97M-V/def2-TZVPD
S 0.2441 2.0160 4.0587
N -1.2643 -0.4158 -2.3530
C -1.5803 -1.7177 -1.9512
C 1.1895 -0.4580 -1.5005
C 1.0144 0.6044 2.0466
C 1.2593 1.7495 2.6130
C 1.6035 0.1533 0.8057
C -0.2645 0.4008 3.9802
C 0.2029 -0.3109 2.9194
C 0.1934 -0.2147 -2.6353
C -0.6958 0.5798 -0.0785
C -1.6330 0.6239 -1.3793
C 0.5140 0.0792 -0.2058
H -0.7210 -2.5505 -2.4118
H 1.9821 0.3821 -1.8474
H 1.9763 -0.8653 0.9120
H -2.6384 0.6110 -0.9514
H 1.6371 2.7099 2.2541
H -1.0973 1.1816 0.8281
H 0.2996 -0.7890 -3.4948
H -1.6031 -1.9604 -0.7680
H 2.5594 0.7085 0.5978
H 1.7589 -1.4272 -1.7123
H -0.2452 -1.2849 2.8179
H -2.7859 -2.0353 -2.7538
H -0.7224 -0.1046 5.0205
H -1.5275 1.4959 -1.8674
H 0.3441 0.8384 -2.9432
```

=====

The following is a quantum chemistry calculation of the ion C8H8IN6 with charge +1 in a non-equilibrium geometry, from the OMol25 dataset.

Properties
- Net charge: +1
- Gap between HOMO and LUMO (spin up / spin down): 6.4495 / 6.1265 eV
- Highest occupied orbital energy (spin up / spin down): -11.8 / -12.1 eV
- LUMO level (spin up / spin down): -5.368 / -5.956 eV

XYZ file:
```
23
C8H8IN6, DFT ωB97M-V/def2-TZVPD
I -5.3285 -0.1558 0.0440
N -0.9228 -1.4331 0.1558
N -2.3103 0.4959 -0.0705
N 0.4016 -1.6768 0.0008
N 2.3937 1.7251 0.0132
N 2.4021 -0.5711 -0.2308
N -1.8710 -2.1906 0.0897
C 1.1016 1.7473 0.1272
C 0.2451 0.5804 -0.0135
C -1.0635 0.0324 0.1494
C 1.0798 -0.5703 -0.1274
C 3.0101 0.5763 -0.2127
C -2.3992 1.9373 -0.1717
C 0.9241 -3.0647 -0.1729
C -3.3160 -0.3329 -0.1842
H 0.1366 -3.5805 -0.8460
H 1.8329 -2.8182 -0.5921
H -2.5214 2.5896 0.6789
H 1.0995 -3.5305 0.7287
H 0.6848 2.7722 0.5404
H -3.1881 2.3135 -0.8436
H 4.0117 0.7497 -0.4508
H -1.4926 2.3812 -0.5806
```

=====

Computed values of energy relative to the best compared isomer or geometry (same formula, charge and spin) (unit: kcal/mol) for the preceding records, in sequence: 78.2; 0.0; 122.9; 137.5; 3.4.
Computed values of calculated total energy (unit: hartree) for the preceding records, in sequence: -448.07194; -286.41827; -343.36828; -880.88100; -935.36728.